1.
{"formula": "C27H36N2O6", "method": "wB97M-V/def2-TZVPD", "e_above_lowest_kj_mol": 106.30, "homo_lumo_gap_ev": 8.0, "max_force_ev_per_a": 1.1, "spin_multiplicity": 1, "total_energy_ev": -43849.87797, "elements": ["C", "C", "C", "C", "C", "O", "C", "C", "C", "C", "O", "C", "O", "C", "C", "C", "C", "C", "C", "C", "N", "C", "O", "C", "N", "C", "C", "C", "C", "C", "O", "O", "C", "C", "C", "H", "H", "H", "H", "H", "H", "H", "H", "H", "H", "H", "H", "H", "H", "H", "H", "H", "H", "H", "H", "H", "H", "H", "H", "H", "H", "H", "H", "H", "H", "H", "H", "H", "H", "H", "H"], "positions_angstrom": [[-8.53, -0.52, 0.85], [-7.62, 0.27, -0.08], [-6.69, -0.61, -0.91], [-5.64, -1.33, -0.08], [-4.68, -2.13, -0.96], [-3.69, -2.81, -0.22], [-2.64, -2.13, 0.31], [-1.78, -2.89, 1.11], [-0.68, -2.32, 1.70], [-0.41, -0.97, 1.49], [0.66, -0.44, 2.15], [0.99, 0.87, 2.04], [1.83, 1.31, 2.80], [0.26, 1.66, 1.05], [-0.87, 1.19, 0.45], [-1.24, -0.19, 0.68], [-2.36, -0.79, 0.10], [-1.72, 2.05, -0.43], [-1.13, 3.44, -0.67], [-0.39, 3.91, 0.58], [0.69, 2.98, 0.84], [1.97, 3.36, 0.57], [2.24, 4.53, 0.37], [3.03, 2.28, 0.47], [2.50, 1.04, -0.06], [2.15, 1.08, -1.46], [3.36, 1.01, -2.39], [4.19, -0.24, -2.07], [4.57, -0.26, -0.59], [5.23, -1.56, -0.21], [4.91, -2.64, -0.63], [6.20, -1.35, 0.69], [6.89, -2.51, 1.18], [8.01, -2.92, 0.25], [3.27, -0.14, 0.25], [-9.11, -1.25, 0.28], [-9.23, 0.14, 1.36], [-7.96, -1.05, 1.61], [-8.24, 0.86, -0.76], [-7.02, 0.97, 0.51], [-7.29, -1.35, -1.46], [-6.19, 0.02, -1.66], [-5.08, -0.60, 0.51], [-6.11, -2.02, 0.62], [-4.22, -1.48, -1.72], [-5.23, -2.92, -1.48], [-2.01, -3.94, 1.25], [-0.02, -2.89, 2.32], [-3.01, -0.19, -0.52], [-1.88, 1.55, -1.39], [-2.70, 2.15, 0.05], [-1.92, 4.15, -0.94], [-0.42, 3.41, -1.50], [0.05, 4.90, 0.43], [-1.06, 3.93, 1.44], [3.40, 2.10, 1.48], [3.85, 2.70, -0.13], [1.59, 2.01, -1.65], [1.48, 0.24, -1.66], [3.98, 1.90, -2.26], [3.03, 0.98, -3.43], [5.10, -0.25, -2.68], [3.62, -1.14, -2.30], [5.24, 0.57, -0.34], [6.17, -3.32, 1.30], [7.28, -2.21, 2.16], [8.70, -2.09, 0.10], [8.55, -3.76, 0.68], [7.60, -3.22, -0.71], [3.52, -0.13, 1.32], [2.65, -1.02, 0.05]]}

=====

2.
{"formula": "C27H36N3OS5SiY", "method": "wB97M-V/def2-TZVPD", "e_above_lowest_kj_mol": 37.31, "homo_lumo_gap_ev": 7.8, "max_force_ev_per_a": 0.7, "spin_multiplicity": 1, "total_energy_ev": -98205.59066, "elements": ["Y", "S", "C", "C", "C", "C", "C", "C", "S", "C", "C", "C", "C", "C", "C", "C", "S", "C", "C", "C", "C", "C", "C", "S", "N", "H", "H", "H", "H", "H", "H", "H", "H", "H", "H", "H", "H", "H", "H", "H", "C", "Si", "C", "C", "O", "H", "H", "H", "H", "H", "H", "H", "H", "H", "C", "N", "C", "C", "S", "N", "C", "C", "H", "H", "H", "H", "H", "H", "H", "H", "H", "H", "H", "H"], "positions_angstrom": [[0.14, -0.53, 0.09], [-0.40, -0.33, 2.66], [-1.52, -1.66, 2.96], [-1.53, -2.22, 4.25], [-2.35, -3.28, 4.59], [-3.22, -3.83, 3.65], [-3.25, -3.29, 2.38], [-2.42, -2.22, 2.03], [-2.57, -1.64, 0.35], [-3.64, -0.17, 0.59], [-3.11, 1.05, -0.12], [-3.84, 1.70, -1.11], [-3.33, 2.86, -1.66], [-2.14, 3.37, -1.17], [-1.48, 2.66, -0.18], [-0.20, 3.15, 0.43], [1.25, 2.16, -0.08], [1.23, 2.46, -1.84], [1.95, 3.58, -2.26], [2.01, 3.93, -3.60], [1.34, 3.14, -4.52], [0.63, 2.03, -4.12], [0.54, 1.65, -2.76], [-0.43, 0.22, -2.40], [-1.93, 1.50, 0.29], [-0.85, -1.80, 4.98], [-2.32, -3.68, 5.60], [-3.86, -4.67, 3.91], [-3.90, -3.71, 1.62], [-3.65, 0.02, 1.66], [-4.64, -0.42, 0.25], [-4.79, 1.29, -1.44], [-3.86, 3.37, -2.45], [-1.72, 4.29, -1.55], [-0.24, 3.04, 1.51], [0.00, 4.19, 0.17], [2.48, 4.16, -1.52], [2.57, 4.80, -3.91], [1.37, 3.40, -5.58], [0.11, 1.42, -4.84], [4.54, -1.59, 1.47], [3.71, -1.28, -0.18], [4.55, 0.17, -1.00], [3.98, -2.81, -1.24], [2.13, -1.00, 0.00], [5.36, -2.31, 1.38], [3.81, -1.98, 2.20], [4.95, -0.67, 1.89], [5.61, -0.02, -1.17], [4.45, 1.06, -0.38], [4.08, 0.39, -1.98], [5.04, -3.10, -1.26], [3.64, -2.65, -2.27], [3.41, -3.65, -0.82], [3.30, -5.42, 1.11], [1.94, -4.89, 1.20], [1.59, -4.33, 2.51], [1.18, -4.63, 0.13], [-0.06, -3.49, 0.21], [1.44, -5.33, -1.01], [0.96, -4.83, -2.30], [1.57, -6.79, -0.97], [3.96, -4.77, 1.68], [3.63, -5.43, 0.08], [3.37, -6.43, 1.53], [2.11, -4.91, 3.28], [0.52, -4.40, 2.68], [1.88, -3.28, 2.58], [1.10, -3.76, -2.36], [-0.10, -5.06, -2.45], [1.55, -5.31, -3.08], [1.68, -7.15, 0.04], [2.43, -7.12, -1.56], [0.67, -7.24, -1.39]]}

=====

For reference, HOMO energy by record: -7.831 -7.270 eV.